1.
Density functional theory data (ωB97M-V/def2-TZVPD) for a 8-piece molecular cluster, C12H30N6O19S2 overall in a non-equilibrium geometry.

Cartesian coordinates (Å):
N  1.5809  -1.0332  0.1380
C  6.9718  -7.6203  2.8413
O  3.1007  4.8237  -4.2872
H  -1.1236  0.2938  4.0961
O  2.7299  -0.8046  0.4219
H  -0.7760  -7.1917  -0.0878
N  6.9220  -6.7693  1.6404
H  8.8881  -6.1063  1.8186
N  1.0514  5.3966  2.8389
O  0.4949  1.3703  6.3980
N  -1.5238  -7.8970  -1.7103
H  3.2575  9.2702  -3.9119
H  6.7998  -8.6774  2.6387
H  5.8273  -5.7152  0.1931
O  4.7096  -6.6467  1.5082
C  -1.4681  -8.0262  -0.2002
O  3.2019  7.2802  -3.4020
O  -9.0782  2.5791  -0.0302
H  -5.5911  0.6399  1.6428
C  8.1843  -6.3621  1.0266
H  -0.9947  -9.0054  -0.1279
O  -2.5659  -7.4793  -2.1292
H  8.0844  -5.5350  0.3237
H  -0.2348  -0.3332  -0.5861
N  -4.0472  -0.1613  -4.8014
C  -0.7737  -0.1237  5.0402
H  -5.1777  -0.2902  -6.4381
O  -7.0292  1.0354  0.3374
C  -6.4152  1.3431  1.5226
H  -6.0109  2.3514  1.6107
O  -3.0976  -0.6348  -5.3754
H  0.8579  0.8163  0.3928
H  2.2119  6.9649  2.0133
O  -4.0515  0.1475  -3.5979
H  -7.2774  1.6372  3.3456
S  2.2577  5.9607  -3.8008
H  -7.3210  -0.0731  3.0069
O  -0.0977  5.0187  2.9670
C  0.7490  0.1093  -0.4297
S  -8.6874  1.1599  0.3441
H  1.7110  7.2898  3.6465
O  -9.3255  0.0584  -0.3174
O  -8.7704  0.9594  1.8823
N  -0.6262  0.8210  6.1544
H  -2.4745  -7.9148  0.2033
H  2.6541  8.0695  -6.3824
C  -5.1212  0.4374  -5.6286
H  8.5678  -7.2730  0.5670
O  -1.6433  1.1058  6.7610
H  -6.0847  0.6057  -5.1475
H  1.0632  0.5024  -1.3966
C  -7.4876  0.9083  2.5630
O  1.6480  6.7216  -5.1682
C  2.2007  8.0286  -5.3921
C  1.3775  6.8523  2.7056
H  0.2052  -0.6013  4.9975
H  4.1771  8.0968  -4.9220
O  1.9912  4.6835  2.8576
H  6.3363  -7.3485  3.6842
C  3.2583  8.2785  -4.3643
O  -0.4027  -8.1048  -2.3270
H  1.4909  8.8524  -5.3161
H  7.9950  -7.7081  3.2066
H  0.6486  7.5576  2.3062
C  5.8036  -6.3955  1.0584
O  1.3300  5.6469  -2.7495
O  1.1478  -2.2044  0.1624
H  -1.3863  -0.9796  5.3237
H  -4.8221  1.3418  -6.1586

Results
- Frontier orbital gap: 9.06 eV
- Spin multiplicity: 1
- Energy relative to the best compared isomer or geometry (same formula, charge and spin): 77.2 kcal/mol

2.
Density functional theory data (ωB97M-V/def2-TZVPD) for C12H31AuN6O5P2 as an isolated structure.

Cartesian coordinates (Å):
H  0.9130  6.2467  0.1001
C  0.6866  5.7069  1.0220
H  -1.3184  -2.1405  -4.0097
H  -2.6207  5.6836  1.1354
N  0.7600  3.5068  0.0273
H  3.3131  -1.5369  -3.1323
H  -2.1255  -2.1719  2.5189
H  -1.3904  -4.3482  -1.9151
O  -1.2787  0.1877  -1.1495
H  3.2839  -0.0326  -2.2082
O  1.4001  0.6562  -0.7791
H  1.6291  5.5514  1.5479
C  -2.0967  -3.5166  -1.8904
C  -2.1009  -2.6280  1.5286
H  -2.8835  -3.3858  1.4714
Au  -0.2241  1.8147  -0.4133
N  -1.3896  -2.2325  -1.9221
N  2.2895  -1.6695  -1.3136
H  1.4593  -3.4937  -0.6374
C  3.2400  0.4015  1.5599
N  -2.3227  -1.6079  0.5000
H  3.1315  1.2420  0.8784
H  3.2938  -2.3170  1.9805
O  1.8711  3.6385  -0.4363
N  -1.6836  2.8918  0.3936
P  1.5689  -0.7408  -0.1958
C  -0.6534  -1.9677  -3.1645
H  4.2448  -0.0128  1.4539
H  -3.7423  -0.2686  -0.3057
C  2.3369  -1.8141  2.1366
H  -3.7572  -0.4095  1.4615
H  3.2356  -3.4570  -0.6525
H  2.2712  -1.5101  3.1804
N  2.2139  -0.6189  1.2918
C  2.3336  -3.1295  -1.1735
H  3.1177  0.7552  2.5831
C  -3.6394  -0.9597  0.5277
C  -2.2442  4.8591  1.7464
H  -2.7466  -3.5826  -2.7621
O  0.1734  -1.4638  0.0949
H  4.3553  -1.3625  -1.7089
H  -3.5571  3.0261  0.7237
C  3.3803  -1.1123  -2.1312
H  -2.7089  -3.5962  -0.9968
H  0.2088  -2.6308  -3.2524
H  -4.4241  -1.7138  0.4572
C  -1.3243  4.0108  0.9419
H  -1.1389  -3.1150  1.3909
O  -2.9195  2.3262  0.5045
H  -0.3180  -0.9342  -3.1961
H  2.3352  -3.5718  -2.1698
H  -3.0866  4.3010  2.1511
C  0.0544  4.3955  0.7041
P  -1.2666  -1.2500  -0.6547
H  0.0361  6.3230  1.6361
H  -1.7022  5.2908  2.5854
H  1.5272  -2.5128  1.9361

Results
- Frontier orbital gap: 7.19 eV
- Spin multiplicity: 1
- Energy relative to the best compared isomer or geometry (same formula, charge and spin): 4.0 kcal/mol
- Charge: +2